The following is a DFT calculation (ωB97M-V with the def2-TZVPD basis set) of 6 unconnected molecules or ions with the total composition C33H47F15IO16P.

```
! wB97M-V def2-TZVPD RIJCOSX def2/J DEFGRID3
* xyz 0 1
C 1.706 -0.429 -0.910
C 3.079 0.177 -1.090
C 3.958 -0.631 -2.017
C 5.420 -0.288 -1.860
C 5.985 -0.883 -0.606
C 6.377 -2.345 -0.629
C 7.535 -2.718 -1.544
C 7.850 -4.149 -1.396
O 8.939 -4.545 -1.233
O 6.781 -5.008 -1.440
C 6.867 -2.473 0.814
C 5.726 -2.971 1.726
O 5.121 -2.046 2.608
C 5.662 -1.972 3.835
C 7.136 -2.041 3.997
O 4.950 -1.883 4.764
O 7.388 -1.186 1.135
C 7.216 -0.344 0.010
P 7.178 1.443 0.535
O 8.357 1.438 1.640
I 8.182 2.450 -1.465
H 1.291 -0.125 0.020
H 1.109 -0.121 -1.740
H 1.745 -1.499 -0.889
H 3.011 1.157 -1.513
H 3.502 0.285 -0.111
H 3.826 -1.685 -1.881
H 3.612 -0.434 -3.008
H 5.987 -0.626 -2.701
H 5.463 0.782 -1.825
H 5.275 -0.759 0.194
H 5.567 -2.978 -0.921
H 7.286 -2.497 -2.561
H 8.439 -2.216 -1.299
H 6.652 -5.334 -0.550
H 7.691 -3.148 0.971
H 6.063 -3.809 2.294
H 4.923 -3.330 1.131
H 7.585 -1.216 3.486
H 7.542 -2.918 3.552
H 7.333 -2.030 5.038
H 8.064 -0.422 -0.651
H 9.084 0.860 1.405
C 3.069 -2.339 7.494
C 2.525 -3.039 6.270
O 1.770 -4.227 6.633
C 0.539 -4.059 7.045
O -0.049 -3.031 7.160
C -0.094 -5.432 7.336
F 0.731 -6.204 8.048
F -0.366 -6.063 6.187
F -1.225 -5.293 8.013
H 3.656 -3.031 8.099
H 3.701 -1.506 7.194
H 2.264 -1.958 8.122
H 3.338 -3.393 5.650
H 1.917 -2.373 5.662
C -3.372 3.377 -4.069
C -3.323 2.035 -3.372
O -2.328 1.176 -3.966
C -1.081 1.394 -3.599
O -0.689 2.218 -2.835
C -0.163 0.372 -4.287
F -0.434 0.251 -5.591
F -0.294 -0.845 -3.748
F 1.120 0.705 -4.189
H -3.532 3.244 -5.138
H -4.179 3.987 -3.665
H -2.435 3.918 -3.943
H -4.271 1.517 -3.489
H -3.139 2.140 -2.304
C -7.388 -2.290 -7.212
C -6.467 -1.626 -6.212
O -6.754 -0.217 -6.085
C -7.778 0.101 -5.321
O -8.491 -0.644 -4.723
C -7.912 1.632 -5.264
F -7.819 2.185 -6.474
F -6.938 2.156 -4.504
F -9.078 1.992 -4.748
H -7.337 -1.778 -8.173
H -7.104 -3.331 -7.351
H -8.423 -2.256 -6.876
H -5.437 -1.681 -6.552
H -6.518 -2.104 -5.236
C 0.067 4.869 5.060
C 0.964 5.490 4.021
O 1.874 4.527 3.444
C 1.382 3.746 2.503
O 0.266 3.739 2.084
C 2.508 2.861 1.933
F 3.243 2.297 2.896
F 3.324 3.613 1.185
F 2.027 1.898 1.150
H 0.658 4.375 5.824
H -0.550 5.634 5.530
H -0.588 4.120 4.621
H 1.599 6.246 4.475
H 0.393 5.972 3.230
C -10.510 1.223 -2.131
C -11.139 1.297 -0.757
O -11.173 2.651 -0.262
C -12.144 3.413 -0.724
O -12.993 3.103 -1.500
C -12.057 4.804 -0.069
F -10.804 5.266 -0.083
F -12.462 4.734 1.204
F -12.829 5.669 -0.708
H -9.519 1.675 -2.120
H -10.421 0.188 -2.454
H -11.106 1.762 -2.865
H -10.543 0.741 -0.038
H -12.141 0.873 -0.748
*
```

As for the SMILES: CCCC[C@H]1[C@@H](CC(=O)O)[C@H](COC(C)=O)O[C@@H]1P(O)I.CCOC(=O)C(F)(F)F.CCOC(=O)C(F)(F)F.CCOC(=O)C(F)(F)F.CCOC(=O)C(F)(F)F.CCOC(=O)C(F)(F)F.


The following is a DFT calculation (ωB97M-V with the def2-TZVPD basis set) of a molecular structure, C33H47IN15O2.

```
! wB97M-V def2-TZVPD RIJCOSX def2/J DEFGRID3
* xyz -1 1
C -3.393 -1.642 2.288
N -2.308 -1.107 1.389
C -2.856 -0.109 0.382
C -3.034 -0.801 -1.114
N -4.088 -1.858 -0.967
I -4.518 -2.732 -2.786
C -3.569 0.355 -2.117
O -3.303 0.462 -3.384
O -4.473 1.336 -1.554
C -1.547 -1.389 -1.492
C -1.155 -2.933 -1.123
C 0.363 -3.258 -1.555
C 1.376 -2.257 -2.240
N 0.950 -0.901 -2.579
C -0.411 -0.556 -2.213
H -3.304 -2.815 2.254
H -4.425 -1.393 1.800
H -3.342 -1.256 3.375
H -1.662 -0.585 2.028
H -2.023 0.701 0.261
H -3.819 0.411 0.752
H -3.801 -2.590 -0.291
H -1.876 -3.687 -0.615
H 0.763 -4.331 -1.313
H 2.456 -2.605 -2.471
H -0.731 0.537 -2.501
C -5.245 1.498 4.583
C -3.795 1.215 4.286
N -2.635 0.977 4.040
H -5.470 1.243 5.620
H -5.459 2.557 4.422
H -5.880 0.902 3.923
C 3.684 0.523 -4.306
C 5.156 0.284 -4.521
N 6.339 0.092 -4.694
H 3.142 0.368 -5.235
H 3.299 -0.174 -3.552
H 3.519 1.543 -3.961
C 4.764 1.533 0.043
C 4.577 0.256 -0.739
N 4.427 -0.767 -1.365
H 5.704 1.495 0.598
H 4.787 2.387 -0.638
H 3.941 1.660 0.750
C 8.254 -0.545 -7.680
C 7.680 -0.504 -9.075
N 7.220 -0.471 -10.193
H 8.924 0.304 -7.529
H 7.448 -0.498 -6.944
H 8.814 -1.472 -7.536
C 4.268 0.008 3.783
C 3.394 1.030 3.100
N 2.682 1.859 2.555
H 3.650 -0.789 4.203
H 4.966 -0.425 3.063
H 4.835 0.481 4.588
C 3.146 2.462 -8.435
C 3.331 2.009 -7.007
N 3.482 1.641 -5.852
H 2.347 1.887 -8.908
H 2.879 3.523 -8.454
H 4.072 2.313 -8.995
C -2.631 4.570 5.898
C -3.938 5.166 6.360
N -4.986 5.644 6.731
H -2.818 3.807 5.139
H -1.997 5.349 5.471
H -2.112 4.111 6.743
C -7.481 -0.173 0.952
C -7.302 -0.657 2.372
N -7.164 -1.043 3.532
H -8.268 -0.750 0.460
H -7.759 0.884 0.948
H -6.548 -0.298 0.397
C 6.434 -0.521 7.719
C 6.523 0.366 6.502
N 6.594 1.077 5.526
H 5.518 -1.115 7.681
H 7.293 -1.194 7.753
H 6.424 0.090 8.625
C 2.819 6.394 -6.186
C 1.947 5.810 -7.270
N 1.235 5.343 -8.148
H 2.199 6.749 -5.360
H 3.508 5.632 -5.813
H 3.396 7.231 -6.584
C -7.366 -3.248 7.141
C -7.284 -2.305 5.963
N -7.206 -1.540 4.991
H -8.270 -3.858 7.066
H -6.493 -3.905 7.156
H -7.398 -2.677 8.072
C -1.346 -7.131 0.098
C -1.978 -5.946 0.784
N -2.492 -4.987 1.346
H -0.266 -7.124 0.261
H -1.760 -8.059 0.500
H -1.544 -7.089 -0.975
*
```


The following is a DFT calculation (ωB97M-V with the def2-TZVPD basis set) of 4 unconnected molecules or ions with the total composition C33H47N6.

```
! wB97M-V def2-TZVPD RIJCOSX def2/J DEFGRID3
* xyz 1 1
C 7.993 -1.670 1.063
C 7.994 -0.220 0.523
C 6.797 0.619 1.044
C 5.920 1.105 -0.123
C 4.850 2.113 0.362
C 3.592 2.097 -0.584
C 2.288 1.764 0.206
C 1.101 2.558 -0.408
C 0.153 3.168 0.663
C -1.104 2.305 0.755
C -2.188 2.852 1.719
C -3.462 3.310 1.018
C -4.370 2.179 0.585
C -3.961 0.842 0.635
C -4.874 -0.061 0.172
C -4.609 -1.532 0.118
C -4.860 -2.272 1.235
C -4.576 -3.616 1.183
C -4.050 -4.139 0.031
C -3.863 -3.291 -1.025
N -4.120 -1.990 -1.019
C -6.112 0.425 -0.296
N -6.510 1.664 -0.307
N -5.572 2.489 0.154
H 8.787 -1.824 1.794
H 7.049 -1.918 1.548
H 8.165 -2.364 0.240
H 7.940 -0.236 -0.564
H 8.911 0.275 0.837
H 6.169 0.033 1.721
H 7.140 1.481 1.622
H 6.578 1.560 -0.863
H 5.422 0.212 -0.511
H 5.242 3.128 0.350
H 4.548 1.786 1.358
H 3.501 3.084 -1.035
H 3.805 1.356 -1.352
H 2.391 1.909 1.281
H 2.104 0.701 0.035
H 0.515 1.828 -0.972
H 1.428 3.303 -1.130
H 0.681 3.154 1.616
H -0.126 4.194 0.411
H -1.557 2.120 -0.224
H -0.793 1.317 1.112
H -2.438 2.108 2.480
H -1.760 3.696 2.262
H -4.076 3.943 1.665
H -3.164 3.865 0.122
H -3.001 0.524 1.003
H -5.260 -1.798 2.120
H -4.746 -4.218 2.065
H -3.811 -5.192 0.018
H -3.437 -3.704 -1.934
H -6.818 -0.296 -0.691
H -5.839 3.470 0.161
N -3.423 -9.429 -2.686
C -4.404 -8.599 -3.153
C -4.012 -7.310 -2.911
C -2.742 -7.366 -2.277
C -2.405 -8.688 -2.154
H -3.447 -10.431 -2.728
H -5.293 -8.995 -3.615
H -4.573 -6.424 -3.163
H -2.143 -6.532 -1.949
H -1.534 -9.162 -1.736
N -2.059 8.368 -1.122
C -1.258 7.649 -0.279
C -2.059 6.790 0.425
C -3.393 6.999 -0.015
C -3.360 7.978 -0.972
H -1.739 9.078 -1.756
H -0.194 7.810 -0.253
H -1.724 6.090 1.174
H -4.278 6.490 0.332
H -4.145 8.428 -1.555
N 4.143 -3.015 1.703
C 4.249 -4.137 0.928
C 3.751 -3.841 -0.312
C 3.331 -2.484 -0.286
C 3.592 -2.000 0.969
H 4.429 -2.946 2.662
H 4.666 -5.046 1.325
H 3.694 -4.520 -1.146
H 2.889 -1.927 -1.096
H 3.430 -1.025 1.399
*
```


The records above give, respectively, total energy values of -125897.241; -69507.103; -43916.050 eV.
The records above give, respectively, HOMO-LUMO gap values of 9.3; 4.9; 5.6 eV.